(1)
{"formula": "C43H36N4O3PRbS4", "method": "ωB97M-V with the def2-TZVPD basis set", "species": ["H", "C", "C", "H", "C", "N", "C", "H", "H", "N", "H", "H", "C", "H", "H", "C", "H", "H", "C", "O", "H", "H", "C", "H", "H", "H", "C", "C", "C", "C", "C", "C", "C", "H", "H", "N", "C", "C", "H", "C", "C", "C", "H", "O", "C", "C", "C", "C", "C", "C", "H", "S", "H", "C", "H", "C", "C", "C", "C", "H", "H", "C", "C", "H", "C", "H", "H", "S", "C", "H", "N", "S", "H", "P", "H", "C", "H", "H", "C", "C", "Rb", "C", "O", "C", "C", "H", "H", "C", "H", "S", "C", "H"], "xyz": [[0.092, -2.610, -3.004], [-2.994, -3.190, -1.693], [1.036, -3.328, 0.750], [-1.947, -0.695, 2.701], [-4.011, -5.042, -2.835], [-0.246, -2.228, -0.965], [0.874, 4.899, -1.927], [1.772, 3.001, 7.893], [-2.847, -5.923, -4.404], [1.326, -2.263, 1.555], [3.359, 4.249, 0.171], [-1.070, -1.324, -2.625], [2.658, -0.245, -4.269], [2.201, -0.046, 4.057], [1.740, 3.533, -3.425], [0.617, 1.113, -4.047], [2.478, -2.109, 3.323], [-0.041, -1.762, 3.577], [-0.895, -3.727, 3.305], [-1.156, 0.849, -2.576], [1.549, 4.215, 1.803], [0.505, 3.423, 5.865], [1.569, 2.074, 2.056], [4.436, 2.143, -0.551], [2.803, -4.771, 3.128], [1.746, -0.068, 1.908], [-0.248, 3.050, -2.743], [2.717, 1.232, 7.138], [1.876, 2.326, 7.051], [-1.864, -3.291, -2.500], [-4.056, -4.059, -1.858], [2.837, 0.389, 6.044], [0.906, 3.773, -2.782], [0.497, 4.363, 3.705], [-4.381, 1.361, -6.575], [-1.957, -1.707, 2.794], [0.823, 0.664, -5.316], [1.158, 2.565, 5.892], [1.701, 5.584, -1.819], [-0.308, 5.015, -1.269], [-0.318, 3.666, 3.485], [2.077, -2.753, 2.549], [-4.849, -5.712, -2.977], [-1.104, 2.737, 1.516], [2.263, -4.132, 2.443], [-3.163, 3.060, -5.927], [-3.104, -2.373, 2.389], [-1.003, 3.851, 2.103], [2.011, 3.281, 1.521], [-2.048, -4.354, 2.809], [0.432, -4.180, -1.098], [1.853, 0.563, -2.981], [3.565, -0.781, -4.075], [-2.056, 3.229, -5.064], [0.158, 0.875, -6.135], [-0.876, -2.356, 3.248], [-1.636, 2.059, -4.512], [2.129, 0.891, 1.584], [0.357, -3.252, -0.497], [1.505, -5.494, 0.864], [3.496, -0.468, 6.090], [-1.823, -4.289, -3.465], [3.161, 0.911, 0.663], [-2.112, -5.434, 2.774], [-0.730, -2.323, -2.331], [2.332, -0.531, -6.378], [-0.042, -4.295, 3.634], [-1.394, 3.751, -1.666], [3.030, 3.300, 0.581], [-0.616, 5.755, -0.557], [-3.107, -3.718, 2.401], [-4.439, -1.508, 1.964], [-1.602, 4.181, -4.856], [0.191, 1.913, 3.257], [3.272, 1.033, 8.045], [2.111, 0.629, 4.894], [3.600, -0.022, 0.336], [-1.074, 3.762, 4.272], [-2.888, -5.157, -3.638], [1.998, -0.108, -5.446], [-0.578, 0.705, -0.150], [-0.625, 1.738, -3.423], [-1.376, 4.954, 1.731], [-3.567, 1.767, -6.006], [1.271, 1.734, 4.779], [-0.949, -4.381, -4.097], [-3.636, 3.872, -6.453], [1.600, -4.502, 1.278], [-4.930, -3.963, -1.229], [-2.619, 0.732, -5.005], [3.624, 2.119, 0.166], [-3.030, -2.414, -0.941]], "forces_ev_per_a": [[-0.10, 0.09, 0.00], [0.05, 0.06, -0.02], [0.56, -0.16, 0.96], [-0.06, -0.13, 0.15], [-0.05, -0.14, -0.12], [0.27, 0.07, 0.51], [-0.07, 0.33, 0.05], [-0.01, 0.00, 0.03], [0.02, -0.03, -0.02], [0.00, 0.24, -0.44], [-0.03, -0.04, -0.01], [0.14, -0.04, -0.11], [0.06, 0.00, 0.32], [0.07, -0.13, -0.09], [0.06, -0.16, 0.06], [-0.05, -0.11, -0.08], [-0.02, 0.07, 0.03], [-0.05, 0.09, -0.04], [-0.15, 0.12, 0.02], [-0.47, -0.25, -0.05], [-0.04, 0.07, 0.04], [-0.06, 0.10, -0.05], [-0.16, -0.03, -0.13], [-0.06, -0.02, -0.04], [0.05, 0.01, -0.02], [-0.02, -0.11, -0.06], [-0.03, -0.03, 0.05], [0.12, -0.01, 0.08], [0.03, 0.01, 0.25], [-0.02, -0.13, -0.05], [-0.16, 0.05, 0.10], [0.07, -0.16, 0.05], [-0.05, -0.18, -0.28], [-0.15, -0.04, -0.15], [-0.19, -0.04, -0.14], [-0.08, -0.26, -0.28], [-0.10, 0.34, 0.07], [-0.02, 0.12, -0.12], [0.05, 0.12, 0.08], [-0.19, 0.06, 0.00], [-0.22, -0.41, -0.36], [0.12, 0.04, 0.18], [-0.02, -0.02, 0.03], [-0.35, 0.16, -0.40], [0.29, -0.22, 0.29], [-0.19, 0.04, -0.25], [0.09, 0.36, 0.20], [0.05, 0.02, 0.63], [0.06, -0.02, -0.01], [0.54, 0.18, 0.39], [-0.08, 0.14, 0.07], [0.05, -0.14, -0.45], [0.24, -0.13, 0.01], [0.30, -0.11, -0.01], [-0.17, 0.06, -0.06], [0.08, -0.50, 0.35], [-0.24, -0.23, 0.03], [0.12, 0.04, 0.17], [-0.37, 0.08, -0.83], [0.04, -0.10, -0.11], [0.04, -0.10, 0.02], [0.09, 0.04, -0.04], [0.21, -0.02, -0.07], [0.09, -0.15, 0.00], [0.00, 0.07, -0.32], [0.10, -0.14, -0.13], [0.12, 0.11, -0.02], [0.38, 0.07, 0.00], [0.05, 0.15, 0.05], [0.01, 0.08, 0.25], [-0.29, -0.37, -0.29], [-0.62, 0.69, -0.33], [0.13, 0.14, 0.13], [0.45, -0.08, 0.92], [0.05, 0.02, 0.04], [0.06, 0.07, -0.03], [-0.06, -0.08, -0.06], [0.07, -0.04, -0.09], [-0.15, -0.12, -0.05], [0.29, -0.10, 0.00], [0.11, -0.45, 0.69], [0.18, 0.38, -0.49], [-0.20, 0.78, -0.24], [0.13, -0.42, 0.09], [-0.24, -0.03, 0.01], [0.07, 0.03, -0.01], [-0.13, 0.11, -0.10], [-0.22, -0.12, -0.33], [-0.02, 0.03, 0.08], [-0.21, 0.47, -0.16], [0.13, -0.02, -0.07], [-0.07, 0.01, 0.11]], "homo_lumo_gap_ev": 6.33, "max_force_ev_per_a": 1.12, "e_homo_ev": -2.60, "total_charge": -2, "energy_ha": -4063.20699}

---

(2)
{"formula": "C38H32CaF6N8O6S2", "method": "ωB97M-V with the def2-TZVPD basis set", "species": ["H", "H", "F", "S", "C", "C", "H", "C", "F", "H", "C", "H", "H", "H", "C", "O", "N", "C", "C", "H", "C", "C", "O", "H", "F", "C", "O", "C", "O", "H", "C", "C", "C", "H", "F", "F", "H", "H", "C", "N", "C", "H", "H", "H", "H", "H", "H", "S", "N", "C", "H", "H", "H", "F", "C", "C", "C", "C", "N", "C", "H", "C", "H", "N", "C", "H", "Ca", "H", "C", "H", "N", "C", "H", "H", "O", "C", "C", "C", "N", "H", "O", "N", "H", "H", "C", "C", "C", "C", "C", "C", "C", "C", "C"], "xyz": [[-6.426, 1.775, -2.784], [1.819, 0.380, 4.264], [-1.756, -2.956, 3.972], [-1.784, -2.837, -1.209], [2.228, 2.596, -5.520], [-4.955, 1.690, 0.260], [1.097, 3.056, -0.309], [2.003, 1.807, -4.403], [-0.831, -4.519, 2.792], [3.772, 0.262, -2.123], [-3.415, 1.439, 2.220], [6.153, -1.116, 1.890], [2.650, 0.973, -4.169], [3.978, -2.589, 1.879], [0.683, 1.224, -2.347], [-1.486, -3.818, -2.197], [2.292, -0.532, 2.383], [6.295, -0.971, -0.253], [1.641, -2.938, -1.325], [-5.965, 2.105, 2.116], [5.665, -0.814, 0.971], [-8.701, 2.423, -1.535], [1.469, 0.278, -2.086], [6.064, -0.690, -2.376], [-4.356, -3.212, -0.724], [1.837, -5.214, -0.686], [-2.945, -1.670, 1.533], [1.462, 1.748, 2.647], [-0.485, -1.774, 1.653], [-0.378, 4.735, -5.202], [-6.055, 2.023, 1.044], [1.679, 4.118, 2.837], [1.487, 4.204, 1.470], [1.836, 2.756, 4.500], [-3.851, -1.163, -1.208], [-2.987, -4.312, 2.814], [-2.399, 1.210, -0.843], [1.493, 5.156, 0.958], [2.239, -4.770, 0.563], [-3.698, 1.454, 0.867], [-7.282, 2.259, 0.455], [-4.257, 1.343, -1.748], [1.759, -6.273, -0.894], [4.275, -0.457, 3.143], [7.288, -1.399, -0.310], [1.841, 5.010, 3.429], [2.502, -5.477, 1.339], [-1.751, -2.456, 1.445], [-1.526, 1.088, 1.068], [1.372, 3.652, -5.806], [-4.162, 1.573, 2.979], [1.546, 4.267, -6.680], [1.407, -2.173, -2.059], [-3.892, -2.659, -2.761], [2.340, -3.406, 0.810], [5.622, -0.579, -1.396], [-1.839, -3.653, 2.835], [-2.085, 1.214, 2.321], [1.267, 1.830, 1.329], [1.280, 3.032, 0.759], [-8.136, 2.515, 1.067], [-7.424, 2.172, -0.926], [3.068, 2.388, -6.169], [-9.724, 2.627, -2.018], [4.350, -0.040, -1.261], [-0.767, 3.313, -3.196], [0.417, -0.156, 0.006], [3.109, -3.818, 2.741], [0.068, 3.125, -3.859], [-1.496, 1.142, 3.220], [3.742, 0.121, -0.089], [1.478, 0.351, 3.216], [3.662, 1.041, 2.467], [0.464, -0.058, 3.218], [-0.296, 1.503, -1.602], [1.672, 2.868, 3.436], [1.559, -4.279, -1.665], [0.291, 3.915, -4.976], [1.996, -2.498, -0.116], [2.638, -1.897, 3.945], [-1.126, -1.541, -1.291], [-1.707, -3.446, 0.231], [1.180, -2.184, 2.997], [1.248, -4.571, -2.657], [-6.322, 1.845, -1.710], [-5.096, 1.605, -1.122], [2.225, -1.896, 2.920], [-3.588, -2.441, -1.484], [3.676, -0.040, 2.320], [0.924, 2.070, -3.566], [-2.520, 1.227, 0.227], [4.387, -0.269, 1.007], [2.973, -2.943, 2.102]], "forces_ev_per_a": [[0.00, 0.00, 0.00], [0.04, 0.00, -0.02], [-0.01, -0.01, 0.00], [-0.04, 0.11, -0.31], [0.00, 0.01, -0.01], [0.01, 0.02, 0.00], [-0.01, -0.01, -0.01], [-0.04, -0.03, 0.03], [0.02, 0.00, 0.01], [-0.02, 0.03, -0.05], [0.03, 0.08, 0.04], [-0.01, -0.01, 0.00], [0.02, -0.01, 0.01], [0.09, 0.02, -0.07], [-0.10, -0.05, -0.08], [0.01, -0.02, 0.04], [0.07, -0.01, -0.06], [-0.01, 0.00, 0.04], [0.02, -0.01, -0.05], [0.00, -0.01, 0.00], [0.05, 0.00, 0.02], [0.00, 0.00, -0.01], [0.09, -0.11, -0.16], [0.00, 0.01, 0.00], [-0.01, -0.02, -0.03], [0.00, -0.01, -0.02], [-0.02, 0.05, 0.10], [-0.01, -0.07, -0.05], [-0.15, 0.16, -0.03], [0.00, 0.00, 0.00], [-0.01, -0.01, 0.00], [-0.01, 0.00, 0.02], [0.01, 0.01, 0.02], [0.00, 0.00, 0.00], [0.01, -0.01, 0.04], [0.00, -0.02, 0.00], [-0.02, -0.03, 0.00], [0.00, -0.01, -0.01], [0.07, 0.01, -0.02], [-0.05, -0.03, -0.02], [0.00, 0.00, -0.01], [0.00, -0.01, -0.01], [-0.01, 0.00, 0.01], [-0.02, -0.02, 0.01], [0.00, 0.01, 0.00], [0.00, 0.00, 0.00], [-0.01, 0.01, 0.01], [-0.18, 0.03, 0.12], [-0.41, -0.24, -0.02], [0.01, -0.01, -0.01], [-0.01, -0.01, -0.01], [0.00, 0.00, 0.00], [0.00, 0.01, 0.03], [0.02, 0.03, -0.01], [0.12, 0.06, -0.05], [-0.02, 0.01, -0.03], [0.09, -0.05, -0.04], [0.10, 0.06, 0.00], [0.00, 0.27, 0.02], [-0.01, 0.02, -0.01], [0.00, 0.00, 0.00], [0.00, 0.00, 0.01], [0.00, 0.00, 0.00], [0.00, 0.00, 0.00], [-0.05, -0.01, 0.04], [0.00, 0.00, 0.00], [0.90, -0.09, 0.15], [-0.06, 0.00, 0.00], [0.00, 0.03, 0.02], [-0.01, -0.04, 0.01], [0.01, -0.04, 0.04], [-0.04, -0.02, -0.05], [0.01, 0.00, 0.02], [-0.01, 0.01, 0.05], [-0.08, 0.10, 0.06], [-0.04, 0.02, 0.03], [-0.01, 0.00, 0.04], [0.00, 0.00, 0.00], [-0.09, 0.01, 0.04], [0.06, -0.03, -0.04], [-0.13, -0.05, 0.02], [0.02, -0.24, 0.10], [0.01, 0.05, 0.03], [-0.01, 0.02, -0.01], [0.00, 0.00, 0.00], [0.01, 0.00, 0.01], [0.08, 0.07, 0.05], [-0.05, -0.01, -0.06], [-0.01, 0.00, 0.05], [0.03, -0.01, -0.03], [0.13, 0.15, 0.03], [-0.10, -0.05, -0.04], [-0.25, -0.04, 0.06]], "homo_lumo_gap_ev": 9.19, "max_force_ev_per_a": 0.91, "e_homo_ev": -9.11, "energy_ha": -4430.16987}